CH18BF3O9SSi2 as an isolated structure, computed with wB97M-V/def2-TZVPD.

- Frontier orbital gap: 10.46 eV
- Total charge: 0
- Energy: -55180.3269 eV

Structure (XYZ):
```
35
Properties=species:S:1:pos:R:3:forces:R:3
O 0.3721 -1.7151 1.4864 0.2 -0.3 -2.1
B 0.6571 -1.5929 0.0864 0.4 -2.0 0.9
O 1.3458 -2.6102 -0.6554 -2.0 1.8 1.7
Si 0.0268 0.0830 -0.7687 -0.4 0.8 0.7
O -0.9634 1.0161 0.2813 -0.6 -1.5 -1.9
Si -2.6483 0.8428 -0.0462 -0.1 1.2 0.7
S -3.2403 -1.1497 -0.6273 -0.2 -0.3 -0.6
C 1.6504 1.1401 -1.0324 0.0 0.7 -0.3
F 1.9167 1.3403 -2.3807 0.1 -0.1 1.6
F 2.7687 0.5658 -0.4568 -1.3 1.2 -0.8
F 1.4471 2.4252 -0.4810 0.8 -1.6 -0.7
H -0.5978 -1.5997 1.5893 0.6 0.2 0.4
H 0.8290 -2.6922 -1.4847 0.9 0.0 0.0
H -0.5656 -0.1580 -2.0949 0.0 0.3 -0.1
H -3.1334 1.8920 -0.9666 0.3 -0.4 -0.2
H -3.3448 1.1104 1.2311 0.3 -0.3 0.0
H -3.7541 -1.0930 -1.9167 0.7 0.5 1.0
O 1.9160 -3.2121 -3.0880 0.3 -0.2 -0.3
H 2.5950 -3.3087 -2.4091 -0.1 0.1 0.0
H 2.3087 -3.6102 -3.8724 -0.2 0.1 0.0
O -1.3168 -3.6391 2.6588 0.0 -0.2 -0.1
H -0.4042 -3.6671 2.3475 0.0 0.1 0.0
H -1.2625 -3.9491 3.5688 -0.1 0.2 0.0
O -0.7449 2.1700 3.2614 0.2 -0.1 -0.1
H -0.0640 2.0687 3.9354 -0.1 0.0 0.0
H -0.3582 1.7682 2.4737 -0.2 0.1 -0.1
O 0.5006 -1.7368 4.4781 0.2 0.0 0.0
H 0.7959 -1.3400 3.6480 -0.1 -0.1 0.0
H 1.1233 -2.4562 4.6272 0.0 0.1 0.0
O -1.3328 3.2223 -2.2551 0.3 -0.2 -0.1
H -0.6487 3.1239 -1.5799 -0.1 0.2 0.1
H -0.9449 2.8202 -3.0412 -0.1 0.1 0.0
O 1.8261 5.0107 -2.0982 0.0 -0.2 0.0
H 1.2477 4.7292 -2.8151 0.0 0.1 0.0
H 1.9976 4.2013 -1.6028 0.0 0.1 0.0
```
Forces are in eV/Å.